Formula: C13H19BeBr3Cl3F11KO7PS
Source: the Open Molecules 2025 dataset
Level of theory: ωB97M-V/def2-TZVPD

LUMO energy, eV: -4.43
Frontier orbital gap, eV: 1.17
Spin multiplicity: 1
E_HOMO, eV: -5.6

Positions of all 60 atoms, in Å:
1 C -3.420 -0.989 0.390
2 H -2.380 -7.762 0.654
3 C -2.322 -6.831 1.265
4 Br -6.888 5.005 -2.543
5 H -1.972 -7.204 2.259
6 F -4.714 1.690 -0.963
7 F -4.274 -0.101 0.938
8 H 2.904 0.813 3.620
9 O 4.959 1.569 -0.367
10 C -7.277 3.263 -3.200
11 H -3.535 3.291 -0.778
12 O -3.461 -6.097 1.300
13 C 2.164 -1.620 1.793
14 H 5.664 0.074 0.955
15 F -3.972 2.830 -2.673
16 F 6.882 2.352 -2.518
17 Br -6.659 2.994 -4.971
18 H -1.422 -6.308 0.855
19 H 2.149 0.471 1.508
20 F 5.330 3.840 -2.284
21 Cl 5.415 2.296 3.622
22 P 5.201 0.378 3.286
23 F -4.303 -0.888 -1.837
24 F -5.283 -2.238 -0.472
25 O 5.467 3.709 0.689
26 C 6.163 -0.157 1.897
27 Cl -7.303 0.431 -2.346
28 H 7.092 0.419 1.904
29 C -2.073 -0.321 0.069
30 H 3.279 -0.882 3.805
31 H -3.420 -2.523 -1.167
32 F -1.370 2.401 -1.778
33 H -1.687 1.614 -4.375
34 H 1.420 -1.556 2.581
35 H 5.704 -0.267 4.410
36 H -1.512 -0.891 -0.673
37 K -5.420 -3.445 1.130
38 O 6.829 -2.150 3.042
39 Br -9.219 2.868 -3.054
40 Be -9.134 0.588 -2.812
41 C -2.379 1.589 -1.456
42 O -1.095 1.873 -5.092
43 S 5.962 2.587 -0.071
44 O -2.084 1.061 -0.212
45 C -3.669 2.422 -1.425
46 H -6.862 2.479 -2.560
47 O 7.222 2.040 0.409
48 F 7.330 4.244 -1.568
49 H 6.208 -2.273 1.153
50 Cl 1.258 -1.935 0.307
51 F -2.411 0.621 -2.385
52 F -3.205 -1.938 1.370
53 C 6.399 3.296 -1.703
54 H 2.867 -2.424 1.988
55 C -4.056 -1.705 -0.819
56 C 2.895 -0.279 1.748
57 H 3.641 -0.272 0.961
58 H -1.497 -0.393 0.991
59 C 6.416 -1.646 2.032
60 C 3.453 -0.011 3.170